Entry 1:
{"formula": "C30H64N3O3", "method": "the ωB97M-V functional and the def2-TZVPD basis", "elements": ["C", "C", "C", "C", "C", "C", "C", "C", "C", "C", "C", "C", "C", "C", "C", "C", "C", "O", "C", "C", "C", "N", "C", "N", "O", "C", "C", "C", "C", "N", "C", "C", "H", "H", "H", "H", "H", "H", "H", "H", "H", "H", "H", "H", "H", "H", "H", "H", "H", "H", "H", "H", "H", "H", "H", "H", "H", "H", "H", "H", "H", "H", "H", "H", "H", "H", "H", "H", "H", "H", "H", "H", "H", "H", "H", "H", "H", "H", "H", "H", "H", "H", "H", "H", "H", "H", "H", "H", "C", "C", "C", "O", "H", "H", "H", "H", "H", "H", "H", "H"], "xyz": [[1.100, 0.540, 2.406], [2.182, 1.637, 2.479], [1.776, 2.964, 1.821], [2.946, 3.744, 1.216], [3.424, 3.092, -0.079], [4.631, 3.767, -0.733], [5.480, 2.887, -1.689], [4.791, 1.687, -2.353], [3.663, 2.043, -3.348], [2.351, 1.313, -3.030], [2.390, -0.151, -3.462], [1.311, -1.118, -2.887], [2.053, -2.371, -2.362], [1.212, -3.604, -2.041], [2.011, -4.830, -1.566], [3.196, -4.567, -0.619], [3.121, -5.430, 0.638], [1.903, -5.262, 1.333], [1.759, -4.005, 1.975], [1.215, -4.195, 3.381], [0.341, -1.483, -4.015], [-1.001, -1.869, -3.498], [-1.599, -0.917, -2.748], [-2.921, -0.856, -2.720], [-3.557, 0.044, -1.920], [-4.268, -0.598, -0.810], [-3.807, 0.021, 0.491], [-4.551, -0.551, 1.700], [-6.080, -0.464, 1.594], [-0.867, -0.057, -2.008], [-1.010, 1.367, -2.377], [0.477, -0.581, -1.703], [0.811, 0.181, 3.395], [0.190, 0.909, 1.924], [1.445, -0.333, 1.844], [3.107, 1.267, 2.028], [2.420, 1.826, 3.528], [1.060, 2.757, 1.012], [1.239, 3.581, 2.546], [2.615, 4.764, 0.996], [3.774, 3.801, 1.931], [3.620, 2.034, 0.117], [2.585, 3.135, -0.779], [5.286, 4.175, 0.042], [4.261, 4.637, -1.286], [6.341, 2.501, -1.134], [5.900, 3.521, -2.476], [4.399, 1.003, -1.595], [5.566, 1.119, -2.876], [3.974, 1.814, -4.371], [3.469, 3.119, -3.308], [2.209, 1.382, -1.955], [1.527, 1.833, -3.529], [3.375, -0.554, -3.206], [2.343, -0.171, -4.556], [2.802, -2.648, -3.114], [2.595, -2.038, -1.471], [0.650, -3.897, -2.934], [0.455, -3.383, -1.282], [2.350, -5.412, -2.428], [1.309, -5.471, -1.029], [4.144, -4.783, -1.119], [3.256, -3.520, -0.310], [3.969, -5.201, 1.297], [3.189, -6.490, 0.380], [2.720, -3.475, 2.010], [1.073, -3.376, 1.388], [1.720, -5.034, 3.861], [1.412, -3.300, 3.976], [0.139, -4.369, 3.380], [0.744, -2.339, -4.557], [0.223, -0.662, -4.728], [-1.613, -2.171, -4.247], [-3.509, -1.457, -3.284], [-5.328, -0.426, -0.995], [-4.066, -1.672, -0.835], [-2.732, -0.158, 0.588], [-3.949, 1.105, 0.438], [-4.232, 0.016, 2.576], [-4.228, -1.584, 1.855], [-6.515, -0.187, 2.552], [-6.513, -1.405, 1.248], [-6.375, 0.309, 0.877], [-0.263, 1.923, -1.814], [-0.842, 1.532, -3.443], [-1.993, 1.729, -2.088], [0.983, 0.178, -1.113], [0.303, -1.418, -1.027], [-6.040, 4.112, 3.616], [-6.697, 2.866, 4.187], [-6.987, 3.003, 5.672], [-5.890, 1.710, 3.935], [-5.084, 4.296, 4.114], [-5.850, 3.991, 2.550], [-6.670, 4.990, 3.760], [-7.627, 2.669, 3.652], [-6.057, 3.157, 6.226], [-7.464, 2.101, 6.054], [-7.642, 3.853, 5.867], [-5.054, 1.835, 4.400]], "forces_ev_per_a": [[0.0078, -0.0073, 0.0321], [-0.0960, -0.0546, 0.1065], [-0.0338, -0.0695, -0.1435], [-0.1060, -0.0522, -0.0333], [0.0351, 0.0191, 0.0555], [-0.0925, 0.0422, -0.2841], [-0.0323, -0.1033, 0.2016], [0.0716, 0.0454, -0.2810], [-0.0613, 0.0244, 0.2797], [0.1548, 0.0608, -0.3705], [0.0316, 0.0871, 0.0727], [0.0426, 0.0082, 0.0166], [-0.0693, 0.0036, -0.1796], [-0.0696, -0.0418, 0.0413], [-0.0066, -0.0861, 0.0991], [0.0463, -0.0997, 0.0080], [0.1551, 0.0801, -0.1197], [-0.0296, -0.0470, 0.1190], [-0.0609, 0.0821, 0.0079], [0.0830, 0.1972, -0.0076], [0.0555, -0.2095, 0.0133], [-0.0268, 0.6694, -0.3016], [-0.1821, -0.0254, 0.2965], [-0.0422, 0.0414, -0.1350], [-0.0997, -0.0938, -0.0493], [-0.0213, 0.0251, 0.1233], [0.0962, -0.0309, -0.0874], [-0.0201, 0.1394, 0.0382], [0.0904, 0.0111, -0.1743], [0.3166, -0.1607, -0.6575], [-0.0415, 0.1597, 0.4743], [-0.0807, -0.1061, 0.3068], [0.0140, 0.0116, -0.0337], [0.0448, -0.0148, 0.0140], [-0.0332, 0.0512, -0.0173], [-0.0514, 0.0275, -0.0071], [0.0880, 0.0280, -0.0552], [0.0390, 0.0296, 0.0591], [0.0146, -0.0219, -0.0237], [0.1467, 0.0215, 0.0903], [-0.0489, 0.0765, -0.0016], [0.0852, 0.0108, -0.0203], [-0.0396, -0.1631, -0.0742], [0.0214, -0.0651, -0.0331], [0.0318, 0.0041, 0.0561], [-0.0574, -0.0155, -0.0069], [-0.0024, -0.0083, 0.0487], [0.0140, 0.0448, 0.0718], [-0.0133, 0.0092, 0.0487], [-0.0405, 0.0884, 0.0075], [0.0554, -0.0189, -0.0402], [-0.1161, 0.1167, 0.0650], [-0.0452, -0.0614, 0.1290], [-0.0504, 0.0404, 0.0639], [0.0626, -0.1106, 0.0465], [0.0331, 0.0074, 0.0848], [0.0984, -0.0737, -0.0966], [-0.0106, -0.0248, 0.0745], [0.0851, 0.0863, -0.0074], [0.0596, 0.1244, -0.0134], [-0.0084, -0.0312, -0.1146], [-0.0175, 0.0666, 0.0261], [-0.0820, -0.0487, -0.0033], [-0.0386, 0.0011, 0.0038], [-0.1166, 0.0468, 0.0063], [0.0150, -0.1389, 0.0286], [0.0680, 0.0145, 0.0082], [-0.0447, 0.0041, -0.0121], [-0.0803, -0.0220, -0.0249], [0.0542, -0.1393, -0.0063], [-0.1324, 0.0173, -0.0725], [0.0126, 0.0478, 0.1016], [0.0607, -0.5761, 0.2005], [0.0083, 0.1311, -0.0867], [0.0318, -0.0544, 0.0116], [0.0173, 0.0374, -0.0211], [-0.0202, 0.0426, 0.0406], [-0.0791, -0.0479, -0.0063], [0.0539, -0.0701, -0.0290], [-0.0670, 0.0211, 0.0521], [-0.0213, -0.1473, -0.0585], [-0.0497, 0.0379, 0.0392], [-0.0214, 0.0401, 0.1155], [-0.0267, -0.0227, -0.0299], [-0.0109, -0.0106, 0.0377], [-0.0103, -0.0190, -0.0843], [0.0580, -0.0106, -0.1020], [0.0063, 0.0818, 0.0426], [0.0305, -0.0427, -0.0522], [-0.0034, 0.0737, 0.0514], [0.0034, -0.0725, 0.0058], [0.0808, 0.0378, -0.0191], [-0.0155, 0.0229, 0.0228], [-0.0110, -0.0023, -0.0010], [-0.0033, 0.0017, 0.0094], [0.0009, -0.0174, -0.0084], [-0.0045, 0.0361, -0.0009], [-0.0067, 0.0011, -0.0075], [0.0029, 0.0092, -0.0039], [-0.0318, -0.0076, 0.0434]], "charge": 1, "multiplicity": 1}

Entry 2:
{"formula": "H22O11", "method": "the ωB97M-V functional and the def2-TZVPD basis", "elements": ["H", "H", "H", "H", "H", "H", "H", "H", "H", "H", "H", "H", "H", "H", "H", "H", "H", "H", "H", "H", "H", "H", "O", "O", "O", "O", "O", "O", "O", "O", "O", "O", "O"], "xyz": [[0.701, 1.399, -1.375], [-0.463, 0.499, -1.757], [-0.269, -3.748, -0.918], [-0.294, -2.232, -0.812], [-3.039, -1.634, 0.952], [-2.181, -0.467, 1.412], [-2.228, -3.122, -1.696], [-2.166, -1.873, -0.831], [-1.930, 1.910, -1.931], [-2.918, 1.578, -0.825], [4.226, -1.307, 0.500], [3.872, 0.171, 0.531], [3.288, -0.166, -2.235], [1.866, -0.175, -2.772], [-0.586, 2.741, -0.116], [-0.046, 4.160, -0.184], [-0.597, 0.932, 3.165], [-1.988, 1.298, 2.672], [1.024, -1.283, 1.821], [1.316, -1.422, 3.306], [1.435, 0.040, 0.533], [1.485, 1.507, 0.927], [0.166, 0.668, -1.046], [-0.828, -3.015, -0.638], [-2.887, -0.695, 0.796], [-2.643, -2.705, -0.933], [-2.709, 2.254, -1.480], [3.879, -0.597, -0.052], [2.676, 0.348, -2.774], [-0.604, 3.536, -0.661], [-1.127, 1.683, 2.874], [1.609, -0.957, 2.514], [1.958, 0.675, 1.035]], "forces_ev_per_a": [[0.3120, 0.0799, -0.1009], [-0.0096, -0.0091, 0.0668], [0.7064, -0.1804, 0.2110], [0.6851, 0.0167, 0.0314], [-0.2191, -0.1475, -0.1635], [-0.0125, 0.0258, -0.0729], [-0.8459, 0.2744, 0.4196], [-1.0895, -0.1863, -0.1455], [-0.1741, 0.3630, 0.0552], [-0.1535, -0.0704, -0.0087], [0.0017, 0.0360, -0.1243], [-0.4346, 0.0251, -0.0654], [0.0823, 0.0651, 0.3074], [0.1722, 0.0404, 0.0259], [-0.2969, 0.0350, 0.0764], [-0.0119, 0.0589, -0.0587], [0.2244, 0.0940, 0.0280], [-0.1026, 0.2485, 0.0868], [0.0659, -0.1243, 0.2034], [0.0685, -0.2953, 0.0496], [0.3061, 0.4455, -0.2640], [-0.0032, -0.0616, 0.0356], [-0.4546, -0.3660, -0.2135], [7.8651, -1.5168, 1.2418], [0.3609, 0.3278, 0.2960], [-7.2901, 1.5149, -1.8821], [-0.2676, -0.5402, -0.1438], [0.6476, -0.5499, -0.2264], [-0.2029, -0.0489, -0.1991], [0.7239, 0.2071, 0.1938], [-0.0593, -0.3024, -0.1897], [-0.5121, -1.2077, 1.3058], [-0.0820, 1.7487, -0.7762]], "multiplicity": 1, "relative_energy_ev": 5.6860, "smiles": "O.O.O.O.O.O.O.O.O.O.O"}

Entry 3:
{"formula": "C4H12F3O2PSTa", "method": "the ωB97M-V functional and the def2-TZVPD basis", "elements": ["C", "C", "O", "Ta", "C", "O", "C", "F", "F", "F", "P", "S", "H", "H", "H", "H", "H", "H", "H", "H", "H", "H", "H", "H"], "xyz": [[3.699, 1.232, -0.082], [2.962, 0.035, -0.643], [2.085, -0.557, 0.321], [0.262, -0.211, 0.598], [-1.926, 0.388, 0.843], [-2.482, 1.553, 0.105], [-3.244, 1.322, -0.935], [-2.631, 0.648, -1.955], [-4.370, 0.582, -0.650], [-3.680, 2.495, -1.440], [-0.880, -2.629, 0.458], [0.261, -4.081, -0.316], [4.380, 0.946, 0.725], [4.288, 1.697, -0.881], [3.000, 1.970, 0.320], [2.350, 0.332, -1.503], [3.677, -0.705, -1.021], [0.208, -0.815, 2.343], [0.400, 1.584, 0.867], [-0.104, -0.428, -1.187], [-2.036, 0.702, 1.891], [-2.656, -0.418, 0.700], [-2.111, -2.568, -0.224], [-1.452, -3.073, 1.666]], "forces_ev_per_a": [[0.1024, 0.0791, 0.1248], [0.0643, -0.1330, -0.2045], [0.9111, 0.8970, -0.8888], [-0.2978, -0.2894, 0.9945], [-0.5159, 0.1018, -0.1222], [-0.0570, 0.2956, -0.2207], [-0.0527, -0.4315, -0.1392], [-0.3003, 0.3343, 0.4606], [0.4153, 0.2865, -0.1091], [0.1156, -0.2325, 0.0591], [0.0699, 0.1460, -0.2112], [0.0562, 0.0106, 0.0689], [-0.0668, -0.0474, -0.0809], [-0.0486, -0.0186, 0.1117], [0.0157, -0.0711, -0.1102], [0.1443, 0.0421, 0.0470], [-0.1338, -0.1313, 0.2523], [-0.2664, -0.3301, -0.5125], [-0.0298, 0.0054, -0.0061], [-0.1838, -0.5886, 0.4893], [0.0270, -0.0622, -0.1070], [0.1275, 0.0052, 0.0658], [-0.1118, 0.1018, -0.1595], [0.0154, 0.0304, 0.1981]], "charge": -1, "multiplicity": 1}

Entry 4:
{"formula": "C5H5N", "method": "the ωB97M-V functional and the def2-TZVPD basis", "elements": ["C", "C", "C", "C", "C", "N", "H", "H", "H", "H", "H"], "xyz": [[0.980, 2.233, -0.677], [0.515, 1.008, -0.747], [0.069, -0.180, -0.796], [-0.395, -1.416, -0.847], [0.008, -2.407, 0.109], [0.331, -3.223, 0.868], [1.679, 2.520, 0.106], [-0.315, 0.543, 2.207], [0.675, 2.991, -1.395], [-0.211, -0.177, 2.358], [-1.100, -1.715, -1.621]], "forces_ev_per_a": [[-0.0591, -0.1078, -0.0074], [-0.0683, -0.1934, -0.0010], [0.0983, 0.1794, -0.0102], [0.0326, 0.2171, -0.0353], [0.3338, -0.8015, 0.7094], [-0.3833, 0.9149, -0.8349], [-0.1080, -0.0660, -0.1294], [-0.0015, -0.0569, 0.0277], [0.0449, -0.1307, 0.1097], [-0.0070, 0.0458, 0.0108], [0.1177, -0.0009, 0.1606]], "multiplicity": 1, "relative_energy_ev": 3.8932, "smiles": "C=C=C=CC#N.[H][H]"}

Entry 5:
{"formula": "C7H11ClSi", "method": "the ωB97M-V functional and the def2-TZVPD basis", "elements": ["C", "C", "C", "C", "C", "C", "C", "Si", "Cl", "H", "H", "H", "H", "H", "H", "H", "H", "H", "H", "H"], "xyz": [[1.243, -1.892, 1.528], [0.622, 1.762, -2.382], [-2.513, -1.169, 0.221], [1.005, -1.458, 0.282], [0.840, 0.648, -1.697], [-1.928, -0.155, -0.289], [0.450, 1.343, 1.263], [-0.036, 0.088, -0.132], [-0.407, 0.814, 2.737], [2.109, -2.489, 1.702], [0.908, -1.269, 2.368], [1.227, 2.281, -3.151], [-0.096, 2.504, -2.100], [-3.515, -1.438, -0.122], [-1.797, -1.887, 0.537], [1.229, -1.900, -0.734], [1.463, -0.114, -2.298], [-2.573, 0.721, -0.539], [1.486, 1.212, 1.572], [0.283, 2.398, 1.235]], "forces_ev_per_a": [[1.0149, 1.6928, -0.8725], [0.5641, 1.8350, -0.0307], [-0.9495, -3.0093, -0.8011], [-2.1095, 0.2858, -1.0394], [0.1787, -1.5797, -2.0251], [1.6535, 4.9915, -0.3636], [0.1707, -0.8344, 0.1627], [0.3420, 0.3046, 0.4677], [-0.6891, -0.1008, 0.6750], [0.0365, -1.2269, 0.3176], [-0.0495, -0.6126, -0.2878], [-0.0859, -1.4530, -0.1802], [-0.6520, 0.2179, 0.8322], [-0.1208, 0.0837, 1.1340], [-0.2309, -1.4329, 0.7471], [0.6849, -0.1919, 1.6360], [-0.3260, 1.1350, 1.4806], [0.6498, -0.6584, -0.6473], [0.1974, -0.0569, -0.5713], [-0.2792, 0.6104, -0.6337]], "multiplicity": 1, "relative_energy_ev": 2.1280, "smiles": "C=C[Si](C=C)(C=C)CCl"}

| no. | orbital gap (eV) | LUMO level (eV) |
| --- | --- | --- |
| 1 | 9.24 | -2.3913 |
| 2 | 8.85 | -0.4194 |
| 3 | 6.85 | 2.7241 |
| 4 | 8.85 | -0.8538 |
| 5 | 10.52 | 0.6352 |